[1]
The following is a DFT calculation (ωB97M-V/def2-TZVPD) of C35H34N7O2PPdS3 as an isolated structure in a non-equilibrium geometry.

Geometry as XYZ:
```
83
Properties=species:S:1:pos:R:3
Pd 0.0462 -0.6463 -0.3272
S 1.3070 -0.4684 1.6672
S 1.1471 2.5786 2.9810
S -2.0371 -2.4817 -4.1954
P 1.9173 1.4680 1.5547
O 1.6283 -1.5105 -1.6394
O 2.5999 -3.4758 -2.1165
N -1.6971 -3.1943 -1.6233
N -4.5396 0.2500 0.6916
N -3.2270 2.2788 0.5475
N 0.4899 -2.6838 0.5120
N -1.2474 -0.9682 -2.2305
N -2.1106 0.1066 0.5802
N -3.2025 0.9665 2.5792
C -1.2806 -0.1646 -3.3637
C -1.7181 -0.1565 -5.7590
C 6.4780 1.8194 1.1523
C -1.0149 1.8496 -4.6208
C -1.3793 1.1853 -5.7875
C -3.3994 -0.5076 0.1935
C 0.3205 -4.4387 3.7565
C 1.6080 -3.1671 0.0116
C -0.9692 1.1876 -3.4075
C -4.4687 1.6124 0.1577
C 2.2319 1.5631 -1.2290
C -1.1666 -2.6342 2.2316
C 5.8764 0.5919 0.9206
C 2.4042 -4.1061 0.6944
C 2.3678 2.2756 -2.4128
C 4.3494 2.7621 1.7409
C 1.9142 3.5831 -2.5014
C 1.2907 4.1808 -1.4132
C -1.6736 -0.8142 -4.5419
C -2.1140 1.4911 0.0445
C 0.0666 -3.1087 1.7362
C -3.1432 2.3130 2.0112
C -1.5941 -2.1958 -2.5209
C 1.6696 2.1938 -0.1152
C 1.1917 3.4968 -0.2114
C -2.0807 0.1980 2.0637
C 5.7163 2.9042 1.5658
C -4.4509 0.3399 2.1533
C -0.8905 -3.9886 4.2026
C 2.0316 -4.5058 1.9442
C 3.7467 1.5311 1.5017
C -1.6398 -3.0759 3.4347
C 1.9961 -2.6944 -1.3954
C 0.8242 -4.0234 2.5040
C 4.5073 0.4438 1.0919
H -1.3908 1.7135 -6.7311
H -1.7110 -1.9177 1.6279
H 2.6395 -5.1973 2.5151
H 0.7655 3.9686 0.6659
H -0.6784 1.6858 -2.4954
H -1.1511 0.6792 2.3727
H -3.4513 -1.5246 0.5897
H -5.3160 2.1857 0.5381
H -1.2813 -4.3267 5.1528
H 3.7414 3.5988 2.0629
H -4.5163 -0.6639 2.5796
H -3.9747 2.9037 2.4002
H 2.6155 0.5498 -1.1652
H 0.9042 5.1884 -1.4926
H 3.2892 -4.4817 0.2023
H -2.1082 -0.8082 2.4880
H -1.0788 -3.0942 -0.8214
H -0.7562 2.8994 -4.6578
H 4.0290 -0.5098 0.9028
H 2.0447 4.1430 -3.4188
H 2.8349 1.8011 -3.2658
H -2.1943 1.4377 -1.0429
H 7.5445 1.9352 1.0085
H -1.7929 -4.1291 -1.9836
H -5.2885 0.9412 2.5118
H -4.5274 1.5735 -0.9328
H 6.1837 3.8646 1.7406
H -2.0051 -0.6872 -6.6564
H -3.4537 -0.5521 -0.8961
H 6.4704 -0.2508 0.5914
H -2.2021 2.7824 2.3054
H -2.5945 -2.7269 3.8057
H -1.1847 1.9802 0.3323
H 0.9128 -5.1221 4.3520
```

The multiplicity is 3. Its expectation value of S² is 2.01. For the max |F|, the calculation gives 1.17 eV/Å. Its charge is 0. The value obtained for the energy is -3551.79142 a.u.

***

[2]
The following is a DFT calculation (ωB97M-V/def2-TZVPD) of C35H18Cl5N4O10S4Y as an isolated structure in a non-equilibrium geometry.

Geometry as XYZ:
```
77
Properties=species:S:1:pos:R:3
Y 0.3931 0.0695 -0.3954
Cl -0.7647 0.3414 -7.3300
Cl 0.1306 2.6371 -0.8238
Cl 1.9163 -1.7559 -3.1401
Cl 1.6316 -1.3299 -6.2059
Cl -2.8234 1.6145 -5.3333
S 1.8014 5.3009 1.5412
S 1.3364 1.2275 2.2909
S -2.8393 0.9391 -1.2820
S -1.6642 -2.7609 -1.5774
O -2.0050 -2.1013 -2.8253
O 6.1143 -4.4494 1.1752
O 4.5719 -5.3414 2.5669
O -2.1506 1.3699 -2.6082
O -3.5383 2.0968 -0.8431
O -1.8902 0.3328 -0.3766
O -0.5378 -2.1300 -0.8415
O -3.0623 -2.1451 -0.4930
O 0.5840 5.7589 2.6747
O 2.9902 5.9769 2.0533
N 2.1370 -1.5177 0.4795
N 2.8009 0.5574 -1.0917
N 1.9568 3.7290 1.7797
N -0.2715 -1.2784 1.6880
C -2.0641 -2.0831 3.0346
C 4.3382 -2.4360 0.4130
C 0.7168 -0.5998 -3.7334
C 3.9827 -3.4445 1.2924
C -0.1201 -3.4279 2.6927
C -6.2491 -1.8546 -2.1800
C -0.5192 0.2007 -5.6207
C -0.4573 2.6726 4.3413
C 0.4124 -2.3995 1.9237
C -5.2134 -2.3384 -1.4104
C -1.2876 3.1928 5.3164
C 4.9873 -0.2917 -1.5060
C -1.4105 0.7977 -4.7348
C 4.2509 1.6905 -2.6087
C -5.0773 0.2046 -2.4896
C 0.5485 -0.5275 -5.1166
C -1.4687 -1.1182 2.2428
C 3.3990 -1.4897 0.0341
C -0.0554 0.0812 -2.8120
C -6.1784 -0.5840 -2.7454
C -1.4449 4.5735 5.4066
C -0.7836 5.4060 4.5270
C 3.0493 1.5617 -1.9351
C -4.0296 -0.2766 -1.7002
C -4.0576 -1.5785 -1.1698
C 5.2354 0.7454 -2.3855
C 3.7474 -0.3646 -0.8835
C 0.2257 3.4883 3.4397
C 1.7934 -2.4699 1.3589
C -1.1438 0.7145 -3.3761
C 2.6881 -3.4387 1.7832
C -1.3778 -3.2664 3.2443
C 4.9970 -4.5278 1.7230
C 0.0359 4.8692 3.5321
C 1.1889 2.9220 2.4522
H -0.8901 6.4821 4.5654
H -1.8147 -4.0608 3.8371
H 2.4342 -4.1956 2.5099
H -2.0891 5.0032 6.1653
H -5.0187 1.2081 -2.8891
H -5.2423 -3.3363 -0.9934
H -1.8036 2.5323 6.0009
H 2.2457 2.2797 -2.0452
H -6.9819 -0.2099 -3.3659
H -7.1167 -2.4787 -2.3594
H 0.4359 -4.3393 2.8487
H -0.3035 1.6055 4.2496
H 4.3964 2.5178 -3.2890
H 6.1898 0.8088 -2.8933
H -1.9661 -0.1794 2.0361
H 5.7369 -1.0448 -1.3206
H -3.0459 -1.9075 3.4507
H 5.3580 -2.4304 0.0598
```

For the max |F|, the calculation gives 1.28 eV/Å. Its charge is -2. The value obtained for the energy is -6248.40354 a.u.

***

[3]
The following is a DFT calculation (ωB97M-V/def2-TZVPD) of a single C3H2N4 molecule in a non-equilibrium geometry.

Geometry as XYZ:
```
9
Properties=species:S:1:pos:R:3
N 0.7176 0.4832 1.4770
N -1.3070 -0.9284 0.4762
N -2.0642 -1.4238 1.1223
N -1.0127 0.5525 -2.7016
C 0.9107 0.2436 0.2434
C -0.0340 -0.5280 -0.5613
C -0.5648 0.0804 -1.7362
H 1.5062 0.9800 1.8835
H 1.8088 0.5441 -0.3283
```

For the max |F|, the calculation gives 2.92 eV/Å. Its charge is 0. The value obtained for the energy is -334.42717 a.u.

***

[4]
The following is a DFT calculation (ωB97M-V/def2-TZVPD) of C22H25F2N2O5W as an isolated structure in a non-equilibrium geometry.

Geometry as XYZ:
```
57
Properties=species:S:1:pos:R:3
W -0.4078 -0.0935 0.1447
F -1.8096 5.0862 0.3299
F -0.0716 3.4808 4.3351
O -2.2327 -3.6458 -0.9884
O -1.0618 -1.7305 -0.8531
O 1.0422 -0.4157 1.6314
O -2.3776 0.1456 0.5848
O -4.3674 -0.8987 0.7408
N -1.1203 1.2646 -1.3269
N -1.1036 -1.8078 1.7772
C -2.5228 -1.5606 2.1453
C -0.3677 3.2920 3.0444
C 2.5388 -0.6737 -1.3351
C -3.2231 -0.7665 1.0472
C -1.2310 4.0908 1.0171
C -0.9461 4.3286 2.3448
C -1.9019 1.6479 -3.5353
C 1.1833 -0.1278 -0.9505
C -0.2375 -1.8208 2.9735
C -1.5612 -2.8698 -0.3828
C 3.3657 -1.2048 -0.1658
C -1.0290 -3.0886 1.0284
C 1.1692 -1.5612 2.5215
C -1.7209 3.4602 -1.9726
C -1.4424 0.8073 -2.5540
C -0.0839 2.0587 2.4795
C -2.0235 3.0005 -3.2366
C -1.2873 2.5658 -0.9951
C 2.2559 -1.8216 -2.3219
C 3.3293 0.4359 -2.0422
C -0.3727 1.8397 1.1394
C -0.9552 2.8783 0.3916
H -1.5722 -3.8765 1.5486
H 0.3695 1.3126 3.1168
H -2.5527 -0.9305 3.0341
H 2.7932 0.8018 -2.9189
H -3.0385 -2.4969 2.3531
H -1.8216 4.5036 -1.7279
H 1.6062 -2.3927 1.9743
H 1.9015 -0.1014 1.3125
H -0.3076 -2.7652 3.5180
H 1.7802 -1.4494 -3.2300
H 1.6042 -2.5806 -1.8858
H 2.8727 -2.0354 0.3408
H -0.5666 -1.0199 3.6340
H 3.1976 -2.2969 -2.6027
H 3.5121 1.2814 -1.3763
H 4.3207 -1.5836 -0.5304
H 3.6172 -0.4194 0.5598
H -2.3624 3.6970 -3.9918
H 0.0163 -3.3865 0.9226
H 0.8104 0.3630 -1.8589
H 1.8270 -1.2868 3.3442
H -1.3300 -0.2572 -2.7099
H -2.1593 1.2486 -4.5049
H 4.2949 0.0491 -2.3723
H -1.1721 5.2779 2.8075
```

For the max |F|, the calculation gives 1.92 eV/Å. Its charge is +1. The value obtained for the energy is -1605.62673 a.u.

***

[5]
The following is a DFT calculation (ωB97M-V/def2-TZVPD) of an isolated ion of composition C5H7N2 and charge +1 in a non-equilibrium geometry.

Geometry as XYZ:
```
14
Properties=species:S:1:pos:R:3
N -1.4910 0.4686 1.4285
N 1.6481 1.1988 -1.9354
C 0.2466 -0.7798 -0.0055
C 0.9646 1.6061 -1.0764
C 1.2071 -0.8061 -1.1778
C -0.4055 0.6061 0.4903
C 0.0684 1.6980 -0.0629
H 2.3427 -1.1157 -0.8630
H -1.7160 1.3352 1.8855
H 0.9869 -1.3986 -2.0989
H 0.5661 -1.2989 0.9293
H -1.4754 -0.4156 1.9749
H -2.2637 0.1025 0.8990
H -0.6789 -1.2005 -0.3876
```

For the max |F|, the calculation gives 4.39 eV/Å. Its charge is +1. The value obtained for the energy is -303.75247 a.u.

***

[6]
The following is a DFT calculation (ωB97M-V/def2-TZVPD) of C24H31IN2OOs as an isolated structure in a non-equilibrium geometry.

Geometry as XYZ:
```
60
Properties=species:S:1:pos:R:3
Os 1.4429 -0.0977 -1.3651
I 3.8784 -0.2420 -1.1748
O -0.3827 -0.0685 0.0914
N 0.8028 1.3198 -2.3016
N 0.5864 -1.3952 -2.2844
C -2.5787 2.5237 0.0528
C 0.7331 -2.7151 -2.0065
C 0.9738 0.6579 -3.4818
C -1.7364 0.2961 3.9534
C 1.5135 3.4023 -3.1142
C -1.2633 1.3453 1.8266
C 2.4831 0.7938 2.6633
C -1.3096 -1.1145 2.0406
C 1.3057 1.4885 -4.5772
C -0.4643 -3.4931 2.1585
C 1.1750 2.6138 -2.0469
C -1.0801 3.8648 1.5736
C -2.7213 -2.9925 1.1524
C -1.2874 2.5325 0.8718
C -0.9794 0.0462 1.2566
C -1.6386 -0.9569 3.3787
C 2.4966 -0.6412 2.7251
C 0.8470 -3.5769 -3.0616
C 1.5386 2.8438 -4.3868
C 0.9937 -1.6792 -4.5485
C 0.8464 -0.7883 -3.4760
C -1.5547 1.4341 3.1790
C -1.2952 -2.4938 1.3711
C 0.9463 -3.0487 -4.3438
H 2.2654 -1.0083 1.5911
H -0.8326 -2.3426 0.3844
H 1.6663 -1.2756 3.1625
H -2.7072 -3.9404 0.6085
H 1.2067 2.8802 -0.9948
H -3.2935 -2.2646 0.5676
H 1.4729 1.2992 2.8139
H -1.8401 -1.8549 3.9581
H -1.9765 0.3973 5.0018
H 1.7078 4.4383 -2.9185
H -3.2333 -3.1451 2.1105
H -1.9457 4.1219 2.1912
H 0.9833 -3.7344 -5.1660
H 1.7420 3.4837 -5.2303
H 2.4678 0.9440 1.4513
H -0.4505 2.3764 0.1666
H 0.5515 -3.1129 2.3210
H -1.6778 2.4204 3.6162
H -0.3974 -4.4305 1.5973
H 0.8132 -4.6254 -2.8343
H -0.1854 3.8460 2.2028
H 3.4739 -1.1728 2.8069
H -0.9504 4.6489 0.8256
H -0.9223 -3.7048 3.1335
H -2.5631 3.3327 -0.6821
H 1.3259 1.0178 -5.5406
H 1.1040 -1.2423 -5.5322
H 0.7661 -2.9597 -0.9301
H 3.3040 1.5089 2.9563
H -2.7011 1.5725 -0.4743
H -3.4453 2.6672 0.7103
```

The multiplicity is 5. Its expectation value of S² is 6.04. For the max |F|, the calculation gives 11.52 eV/Å. Its charge is +2. The value obtained for the energy is -1505.40285 a.u.

***

[7]
The following is a DFT calculation (ωB97M-V/def2-TZVPD) of a 18-piece molecular cluster, C2H40N2O17 overall in a non-equilibrium geometry.

Geometry as XYZ:
```
61
Properties=species:S:1:pos:R:3
O -1.4076 -2.4857 -2.9855
O 1.2403 3.6782 0.6882
O 0.5454 2.9756 -3.5243
O -0.7605 -2.0108 2.4270
O 0.6168 -4.8180 1.0676
O -4.1366 3.3459 -0.1475
O -0.4966 0.0111 -3.5454
O 0.6309 1.5293 3.8626
O -3.2372 -2.1755 -1.0229
O -1.1547 3.7491 -1.5686
O 3.3245 -1.3220 -0.8792
O 0.6572 -1.5919 -1.3859
O 1.8412 -2.2471 1.5465
O 2.6287 -0.2694 3.4950
O -0.9205 -3.0288 0.0646
O 3.6570 1.2175 -0.0277
O -1.8480 0.4574 3.4144
N -2.3596 0.9607 -1.4570
N 0.8076 0.7475 0.4475
C -0.1636 1.2643 -0.5131
C -1.3514 0.6197 -0.5533
H -0.8327 -2.6209 -2.3067
H -4.1288 2.3737 -0.0334
H -2.3075 -2.6478 -2.6214
H -0.8369 -3.9509 -0.1472
H 2.2284 -1.8459 2.3416
H 0.4856 0.8336 1.4198
H 0.9081 4.0379 -0.1113
H -1.6516 -0.2482 0.1055
H -0.2282 -2.4238 -0.0559
H 4.0478 1.9594 -0.4426
H 0.4503 2.0339 -3.3878
H 0.5054 2.4564 4.1048
H 0.8051 -0.9923 -0.6186
H 0.6117 3.0359 1.0400
H -0.3277 3.3255 -1.8284
H 4.2648 -1.4716 -1.0978
H -1.1866 4.4807 -2.1247
H 1.2221 -4.0189 1.0835
H 0.0705 1.8991 -1.3302
H -2.4777 0.7593 2.7063
H 0.1091 -0.3859 -2.9154
H 2.5499 -1.9814 0.9485
H 0.2599 3.1023 -4.4462
H -2.2547 -2.2326 -0.8276
H 0.3225 -4.7867 1.9197
H 3.3343 -0.3560 -0.5682
H -2.0396 1.5121 -2.2464
H 0.0453 -2.0450 1.9343
H 2.9494 0.6465 3.4599
H -0.1775 1.0545 4.1461
H -1.5153 -2.2066 1.8601
H -1.6164 -0.4546 3.2680
H -3.8804 -2.6155 -0.3598
H 3.9683 1.1085 0.8531
H 1.8063 1.0902 0.2689
H -1.1147 -0.6757 -3.7310
H 2.2107 -0.1760 4.3533
H -2.9217 0.1861 -1.7267
H 1.5913 -1.7161 -1.5968
H -3.3622 3.3497 -0.6927
```

For the max |F|, the calculation gives 4.84 eV/Å. Its charge is 0. The value obtained for the energy is -1488.73369 a.u.

***

[8]
The following is a DFT calculation (ωB97M-V/def2-TZVPD) of C15H25Br2F4N3O4S2 as an isolated structure in a non-equilibrium geometry.

Geometry as XYZ:
```
55
Properties=species:S:1:pos:R:3
Br 1.9143 -3.1875 -2.9076
Br 4.4597 -0.0210 -2.0116
S -4.3594 -3.8192 -5.4848
S -2.1861 -2.7871 -6.5583
F 3.2610 -1.4368 1.0406
F -2.5248 -3.7381 -7.7846
F -0.7960 -1.8905 -3.0026
F -4.5843 -4.6241 -4.1216
O -0.7545 -2.8214 -6.5549
O -4.7207 -4.7866 -6.4665
O -5.2307 -2.6989 -5.3181
O -2.7819 -1.5452 -6.9390
N -1.4644 -0.7221 -1.2143
N -2.8076 -3.5344 -5.3217
N 0.6963 -1.0507 -1.4212
C 2.1793 -0.7844 1.6167
C -0.4908 -1.2611 -1.9214
C -1.6916 0.6752 0.8495
C -1.3646 0.4162 2.3482
C 1.2080 3.0764 5.0751
C -0.8237 -0.0821 -0.1374
C 1.9695 0.9246 -2.9441
C 2.7069 -0.4232 -2.8432
C 0.4997 -0.2662 -0.2411
C 1.9901 -1.4927 -1.9516
C 1.5727 0.2682 0.6722
C 0.6416 2.0779 4.0155
C 1.8537 2.2157 6.2035
C -1.6967 1.7195 3.1411
C -0.4804 2.6989 3.1232
H 0.1918 1.2595 4.6010
H 2.3939 0.6284 0.0285
H -1.6745 1.7582 0.6613
H -2.0253 1.5154 4.1672
H 1.4408 -1.5003 2.0057
H -2.5269 2.2240 2.6165
H 2.5804 -0.2539 2.4959
H -0.8211 3.6747 3.4860
H -2.7208 0.3177 0.6895
H 2.6303 -1.6745 -1.0821
H -2.0299 -0.3504 2.7748
H 0.4032 3.7139 5.4688
H 1.9513 3.7201 4.5820
H -2.4615 -0.7306 -1.3839
H 1.5079 1.7120 3.4473
H 1.1827 1.1060 1.2597
H -0.1124 2.7443 2.0855
H -0.3399 0.0747 2.5328
H 2.4228 1.5785 -3.6963
H 1.0254 1.7886 6.7860
H 2.9324 -0.8255 -3.8335
H 2.0640 1.4520 -1.9827
H 2.5608 2.7819 6.8160
H 2.3332 1.3621 5.6989
H 0.8972 0.8238 -3.1647
```

For the max |F|, the calculation gives 2.55 eV/Å. Its charge is 0. The value obtained for the energy is -7395.57848 a.u.